Entry 1:
Here is a cluster of 12 separate species, C23H70O18 in total at a distorted geometry from OMol25. Energies are from ωB97M-V with the def2-TZVPD basis set.

Geometry as ORCA input:
```
! RIJCOSX wB97M-V def2-TZVPD def2/J DEFGRID3
* xyz 0 1
H -2.446 2.749 3.579
H -0.013 0.639 3.865
H 1.966 2.210 4.418
H 4.837 -4.215 -0.722
H 0.998 3.463 -0.541
C -0.448 4.602 0.664
C -2.319 -5.240 -1.257
H -0.635 -1.208 0.493
H -4.283 4.646 2.533
H -6.613 2.535 0.118
H -1.225 -4.967 0.674
H 0.979 -0.444 -4.756
C -4.400 -0.722 -0.268
C 3.657 1.959 3.742
H 4.737 -3.615 2.988
C -4.825 3.700 2.527
H -4.667 2.003 3.318
H 3.598 -2.954 -0.794
H 2.809 0.904 2.132
C -0.189 0.829 0.270
O 1.270 -1.718 -2.467
C -0.416 3.052 -3.583
C 0.028 -1.386 -3.055
O 4.160 0.469 -3.442
O 1.516 3.706 -4.716
H 4.284 0.719 -1.368
C 0.229 -0.601 0.764
C 2.456 -2.344 3.378
H 3.466 -2.665 5.319
O 2.275 -4.268 -2.774
C -5.129 3.331 1.075
H -0.534 -4.180 -0.739
H 3.811 -5.586 -2.478
H -0.407 -0.484 -2.624
O -1.916 -0.163 3.397
H 4.491 1.268 3.860
H -1.008 2.536 -5.306
H 4.004 -0.322 -3.963
H -4.724 -1.678 0.142
H 2.152 2.609 2.319
H -0.667 2.944 -2.528
H -5.322 -0.215 -0.551
H 2.464 3.555 -4.730
O 2.444 -3.075 2.083
H 0.634 1.380 0.726
O -1.558 2.705 3.943
C 3.019 1.949 2.361
C 4.085 -3.749 -1.358
H 1.448 -2.215 3.774
C 3.725 0.203 -2.148
O -4.024 2.698 3.159
H 1.467 3.352 -2.749
C 3.415 -3.084 4.314
C 1.047 2.932 -3.663
H -0.673 -2.194 -2.847
H 1.274 -1.403 -0.652
H 3.242 -4.155 4.425
O 0.437 -2.275 -5.361
H 0.217 -0.718 1.847
H -3.853 -2.733 -2.041
C -1.471 -4.420 -0.236
C -3.495 -0.879 -1.478
H -3.259 0.078 -1.944
H -1.882 -6.122 -1.726
H 0.342 -2.008 -6.278
H -1.590 2.112 0.600
O 2.588 1.490 4.546
O -1.521 3.869 0.077
H -3.895 -0.138 0.501
H -5.747 3.744 3.107
H -1.845 -3.429 0.021
H 1.657 4.869 0.039
H -0.078 1.030 -0.795
H 4.031 2.961 3.952
H 1.546 -2.612 -2.680
H 3.757 2.324 1.652
H 4.561 -3.152 -2.136
O -4.126 -1.859 -2.329
H 1.433 1.914 -3.721
H 2.712 0.570 -1.986
H -1.879 0.410 2.627
H -0.753 5.647 0.721
H 3.759 -0.876 -1.993
H -2.576 -1.360 -1.142
C -0.964 0.351 4.313
O -6.023 2.271 0.828
H 2.884 -1.377 3.116
H -0.742 4.044 -3.896
O -2.815 -4.387 -2.278
H -3.205 -5.600 -0.734
H -2.075 -4.341 -2.887
C 3.247 -4.820 -1.945
C -1.542 1.633 4.851
H -5.520 4.233 0.606
H -1.992 4.440 -0.535
H -0.699 -0.348 5.107
C 0.157 -1.136 -4.575
O 1.462 -1.050 0.221
H -4.209 3.134 0.524
H 1.682 -4.959 -3.079
H -0.144 4.224 1.640
O 4.708 -3.022 3.743
H 2.807 -5.413 -1.143
H 0.518 4.883 -1.365
H -1.112 1.853 5.828
H -0.730 -0.707 -5.040
O -1.435 1.212 0.896
O -1.035 2.100 -4.451
C 0.713 4.500 -0.363
H -2.609 1.489 5.018
H 2.058 -2.444 1.471
*
```

Summary:
Energy (eV): -61835.2390
SMILES: OCCO.OCCO.OCCO.OCCO.OCCO.OCCO.CCO.CCO.CCO.CCO.CCO.CO
Lowest unoccupied orbital energy (eV): 0.2
Gap between HOMO and LUMO (Ha): 0.3446
Max |F| (eV/Å): 2.92

=====

Entry 2:
Here is a cluster of 2 separate species, C21H38BClN3O5S in total at a distorted geometry from OMol25. Energies are from ωB97M-V with the def2-TZVPD basis set.

Geometry as ORCA input:
```
! RIJCOSX wB97M-V def2-TZVPD def2/J DEFGRID3
* xyz 1 1
H 0.637 -2.001 -3.152
H 0.267 -1.692 -0.797
N -1.401 0.697 -0.496
C 3.761 0.456 -5.584
H -0.980 1.978 1.648
C -3.305 -0.851 -6.571
H 0.336 0.643 3.471
S -3.880 0.371 -5.392
C 3.053 0.068 -4.316
C 0.578 0.906 2.445
C -4.409 1.588 -6.594
H -4.147 -1.200 -7.167
H -3.565 1.861 -7.226
H -4.763 2.459 -6.047
Cl -2.895 1.325 -0.010
C -1.004 -1.735 4.805
C 1.363 2.217 2.448
H 2.301 -0.220 1.744
O -2.660 0.932 -4.732
H 2.766 4.366 4.275
C 3.417 0.654 -3.104
C -1.281 0.466 -1.952
O 2.040 1.820 4.937
C 1.415 -1.244 -3.128
H -2.538 -0.407 -7.206
H -1.569 -2.537 8.847
C 2.037 -0.879 -4.307
C 0.221 -2.503 4.337
H 1.740 -1.346 -5.240
H 2.129 2.192 1.664
H -2.297 0.444 -2.342
H -3.114 -2.307 7.141
H -2.887 -1.682 -6.007
O 3.032 3.619 3.730
C -0.472 0.555 0.432
H -0.250 -2.202 7.754
C 2.797 0.293 -1.929
H -1.093 -0.851 8.541
C 0.648 -1.576 2.189
C -1.219 -1.834 8.093
H -0.809 1.485 -3.722
H 0.507 1.593 -2.500
N -0.733 0.993 1.714
H 1.179 1.760 5.357
H 0.802 -2.794 5.212
H -1.697 -1.563 3.969
C 1.143 -1.067 -0.625
H 3.108 0.764 -1.003
B 2.144 2.567 3.788
H 1.881 -1.655 -0.082
H -0.065 -3.425 3.820
H 4.211 1.393 -3.096
H -5.222 1.173 -7.190
H 4.811 0.161 -5.514
H 0.730 3.077 2.205
H 3.749 1.536 -5.729
H 3.349 -0.050 -6.454
O 1.084 -1.718 3.522
O -1.654 -2.519 5.774
C 1.213 -0.248 1.702
N 0.798 0.081 0.280
H -0.866 -0.516 -2.147
C 1.781 -0.659 -1.929
H -0.444 -1.589 2.109
H 1.033 -2.422 1.611
H -0.972 2.545 -2.293
H -2.424 -0.786 6.607
H -0.705 -0.752 5.186
C -0.567 1.603 -2.671
C -2.175 -1.811 6.896
*
```

Summary:
Energy (eV): -61129.6209
Lowest unoccupied orbital energy (eV): -2.4
Gap between HOMO and LUMO (Ha): 0.3336
Max |F| (eV/Å): 2.12

=====

Entry 3:
Here is a structure of composition C44H49FeNP2 at a distorted geometry from OMol25. Energies are from ωB97M-V with the def2-TZVPD basis set.

Geometry as ORCA input:
```
! RIJCOSX wB97M-V def2-TZVPD def2/J DEFGRID3
* xyz 0 5
C 2.746 3.425 0.804
Fe -0.678 -0.925 -0.826
H -1.542 2.858 -0.295
C 4.057 2.445 -0.983
H 0.756 -1.974 -1.795
H 0.277 -5.239 2.219
C -2.636 2.790 -0.291
C 0.840 0.502 -0.627
C -3.492 -1.666 0.324
C -3.251 1.623 -0.783
H 1.944 0.047 -2.374
C -0.764 -0.135 3.393
H 4.590 1.596 -1.416
H 0.177 -2.665 -3.912
H 1.325 1.358 -3.919
C 0.861 0.176 -2.142
H -3.883 -0.664 0.543
C -0.981 2.148 2.694
H -0.713 0.830 -4.950
H -6.503 2.454 -0.356
C -0.640 -1.540 2.886
H -4.733 -2.653 1.797
H 0.385 1.464 -0.328
C 2.912 0.673 2.796
H 3.088 1.639 3.286
H 0.285 -1.133 -4.608
H 4.380 3.700 -2.708
H 0.110 2.189 2.569
H -3.466 -0.724 -2.973
H -1.294 -0.163 4.368
C -5.422 2.536 -0.335
C -2.890 0.705 2.646
C -2.609 -4.229 -0.335
H -2.122 -2.568 -3.542
H -2.016 -1.498 -4.940
H -3.233 1.138 3.605
H -0.552 -4.564 4.503
C -4.643 1.470 -0.789
C 2.607 4.598 0.053
C -2.110 -3.127 -1.048
H -5.095 0.538 -1.151
C 6.485 -2.476 -0.001
H 4.883 -3.905 0.264
H 6.137 0.918 0.249
C 3.450 2.314 0.283
C -0.011 -4.207 2.419
P -2.082 0.475 -1.500
C 5.875 -0.140 0.308
C -2.404 -0.507 -3.079
H -1.008 2.398 -4.304
C -0.755 -2.502 3.915
H 0.462 -3.561 0.421
H 1.990 5.413 0.433
H -2.876 1.615 -3.355
C -2.031 0.926 -3.229
H -5.440 4.524 0.506
C -3.995 -2.778 0.998
H 7.838 -0.821 -0.292
C 0.502 1.344 -3.188
H -1.448 2.800 1.947
C -0.461 -3.838 3.685
H 2.268 3.351 1.786
H 3.119 5.633 -1.775
P 3.258 0.678 1.031
H 7.227 -3.237 -0.258
C -3.435 3.834 0.154
C 4.247 -1.892 0.712
H -1.235 2.528 3.703
C -0.340 -1.927 1.574
H 0.239 0.260 3.624
C 0.233 -1.169 -2.373
C 5.181 -2.856 0.322
H -3.221 -0.335 2.598
H 1.618 -1.196 0.397
C 4.572 -0.520 0.679
C 3.938 3.633 -1.714
C 1.802 -0.101 0.231
N -1.446 0.788 2.509
H 0.612 2.296 -2.659
H 3.245 -2.207 1.004
C -3.546 -4.065 0.674
H 1.857 0.401 2.911
H -2.963 4.749 0.505
H -3.356 1.268 1.825
C -2.456 -1.833 -0.611
H -1.435 -3.294 -1.887
C -0.186 -1.637 -3.750
C 6.827 -1.120 -0.011
C -1.723 -1.602 -3.882
C 0.075 -3.237 1.391
H -2.261 -5.233 -0.609
H -1.050 -2.150 4.908
H 3.518 -0.086 3.308
C -4.823 3.706 0.141
C 3.221 4.714 -1.197
H -3.961 -4.932 1.185
C -0.802 1.361 -3.990
*
```

Summary:
Energy (eV): -100866.0000
Lowest unoccupied orbital energy (alpha / beta) (eV): 0.1 / -0.1
Gap between HOMO and LUMO (alpha / beta) (Ha): 0.2101 / 0.2145
Energy above the lowest of the compared OMol25 structures with the same formula, charge and spin (kcal/mol): 33.9
Max |F| (eV/Å): 6.53

=====

Entry 4:
Here is a structure of composition C31H44CoGeN2O6P from OMol25. Energies are from ωB97M-V with the def2-TZVPD basis set.

Geometry as ORCA input:
```
! RIJCOSX wB97M-V def2-TZVPD def2/J DEFGRID3
* xyz 1 4
C -0.973 2.713 0.186
H 2.156 0.745 3.505
H 1.684 -0.225 -4.900
H -3.049 -4.128 3.093
C 2.762 4.274 0.642
H 5.204 -0.254 -1.302
Co 1.418 -0.365 1.246
H 1.895 -0.834 3.926
H 0.481 -1.329 -3.037
P 0.785 2.490 -0.029
C 4.344 -0.931 -1.292
H -3.350 -2.663 -3.468
C 1.045 1.707 -1.620
H -2.165 -4.625 -0.087
C -3.681 3.093 0.639
Ge -1.848 -2.049 1.274
C 3.377 5.518 0.622
C 1.718 2.325 -2.669
H -4.063 -5.561 3.071
H 2.467 2.104 -4.666
C 1.557 4.093 -0.034
H -1.527 2.346 -1.865
C -2.782 3.224 1.691
H -0.749 -5.558 0.331
N 0.246 0.295 3.764
C -1.429 3.044 1.466
C -4.178 -1.120 -2.184
C -2.313 -1.352 -0.467
H 0.080 0.705 4.668
C 5.280 -2.028 0.779
C 1.500 0.317 -3.980
H 6.150 -1.378 0.661
H -2.239 -0.263 -0.404
H 4.311 5.668 1.148
C -3.359 -1.572 -3.391
C -0.801 -3.664 1.329
O -0.560 -0.733 1.897
H 5.095 -2.175 1.844
H -2.773 -6.562 1.246
H -0.479 -3.832 2.361
H 3.471 -0.414 -1.703
H -3.787 -2.857 -0.983
H -1.577 -1.701 -1.196
C 1.941 1.626 -3.850
H 3.275 7.539 -0.084
C 0.591 0.391 -1.764
C -1.516 -4.906 0.753
H -5.232 -1.353 -2.350
H 3.861 0.527 0.503
C -3.734 -1.767 -0.873
C 1.586 6.391 -0.739
H -4.111 -0.032 -2.080
H -2.977 -1.887 2.284
O 3.132 -3.577 -0.318
H -3.776 -1.177 -4.319
H 2.076 3.342 -2.562
H 4.572 -1.782 -1.934
H 5.490 -2.995 0.327
H 0.093 -3.437 0.752
H -3.938 2.689 -1.453
C -3.447 -4.913 2.447
C -2.334 -5.706 1.763
O 3.587 -0.295 0.925
H -1.658 -6.114 2.521
N 1.545 -0.054 3.380
H -0.721 3.144 2.283
C -3.232 2.783 -0.637
C -0.863 -0.059 3.030
C -1.878 2.587 -0.869
O 1.720 -1.962 0.307
H -4.740 3.239 0.816
H -4.438 -1.498 -0.081
H 3.202 3.446 1.184
C 0.962 5.154 -0.719
C 2.911 -2.444 0.034
H -3.138 3.458 2.686
H 0.027 -0.086 -0.970
H -2.321 -1.231 -3.328
O 1.401 1.634 1.082
H -4.108 -4.443 1.710
H 0.012 5.015 -1.225
O -1.973 0.200 3.414
H 1.130 7.219 -1.266
C 4.062 -1.422 0.118
C 2.791 6.570 -0.070
C 0.823 -0.306 -2.937
*
```

Summary:
Energy (eV): -151556.9043
Lowest unoccupied orbital energy (alpha / beta) (eV): -2.3 / -2.3
Gap between HOMO and LUMO (alpha / beta) (Ha): 0.3504 / 0.3496
Energy above the lowest of the compared OMol25 structures with the same formula, charge and spin (kcal/mol): 7.0
Max |F| (eV/Å): 0.47